Density functional theory data (ωB97M-V/def2-TZVPD) for a structure of composition C17H20N5PtS.

```
! RIJCOSX wB97M-V def2-TZVPD def2/J DEFGRID3
* xyz -1 3
Pt 0.543 -0.291 0.300
N -1.593 0.066 4.134
C -1.076 0.267 2.867
S -1.639 -0.811 1.649
N -0.278 1.282 2.695
N 0.235 1.417 1.464
C 0.772 2.568 1.054
C 0.947 3.715 1.945
C 0.530 5.000 1.582
C 0.744 6.077 2.422
C 1.391 5.901 3.635
C 1.777 4.626 4.023
C 1.551 3.546 3.194
C 1.231 2.570 -0.295
C 2.192 3.485 -0.769
C 2.738 3.337 -2.018
C 2.291 2.276 -2.820
C 1.326 1.436 -2.318
N 0.802 1.532 -1.090
H -1.967 -0.862 4.265
H -1.016 0.403 4.891
H 0.021 5.149 0.640
H 0.399 7.064 2.135
H 1.585 6.749 4.278
H 2.268 4.476 4.977
H 1.862 2.555 3.487
H 2.527 4.272 -0.111
H 3.509 4.009 -2.377
H 2.683 2.135 -3.817
H 0.930 0.638 -2.936
C 3.453 -0.829 1.800
C 3.139 -1.826 0.659
C 3.253 -3.264 1.215
C 4.201 -1.684 -0.460
N 1.865 -1.612 0.117
H 4.438 -1.016 2.232
H 2.698 -0.931 2.581
H 3.412 0.192 1.418
H 4.277 -3.462 1.528
H 2.969 -3.970 0.438
H 2.583 -3.396 2.062
H 5.192 -1.971 -0.109
H 4.221 -0.659 -0.820
H 3.911 -2.334 -1.281
*
```

Values from the calculation:
lowest unoccupied orbital energy (alpha / beta): 3.02 / 3.00 eV
expectation value of S²: 2.3192
E_tot: -39484.767 eV
molar mass: 521.527 g mol⁻¹

Charges obtained by Löwdin population analysis, quoted in units of e: 0.885, 0.015, -0.945, 0.447, -0.032, -0.181, -0.233, -0.182, -0.044, -0.103, -0.113, -0.095, -0.035, -0.254, -0.038, -0.104, -0.107, -0.184, -0.038, 0.046, 0.072, 0.116, 0.094, 0.089, 0.095, 0.106, 0.104, 0.092, 0.085, 0.100, -0.090, -0.802, -0.075, -0.072, -0.214, 0.067, 0.065, 0.060, 0.065, 0.068, 0.070, 0.066, 0.066, 0.067

=====

Density functional theory data (ωB97M-V/def2-TZVPD) for the molecule C17H20N6O.

```
! RIJCOSX wB97M-V def2-TZVPD def2/J DEFGRID3
* xyz 0 1
N 0.085 3.433 -0.011
N -0.539 1.403 -1.124
N 0.601 -0.533 -0.641
O -1.170 -0.462 -2.304
C 0.851 3.634 1.045
C -0.336 0.145 -1.319
C 0.220 2.067 -0.277
C 1.227 0.099 0.342
C -6.347 -0.836 -1.877
C -5.438 -0.532 -0.857
C -5.954 -0.734 -3.220
C -4.098 -0.199 -1.148
C -4.581 -0.517 -3.501
C 1.157 1.445 0.594
C -3.642 -0.247 -2.504
N 1.600 2.500 1.344
N 4.056 -2.459 2.071
N 2.269 -0.504 1.082
C -2.284 0.297 -2.894
C 2.689 2.470 2.334
C 2.757 -2.140 2.800
C 4.561 -1.541 1.125
C 1.690 -1.533 1.931
C 3.402 -1.021 0.207
H 0.907 4.571 1.638
H -7.365 -0.868 -1.529
H -5.861 -0.639 0.134
H -6.697 -0.498 -4.031
H -3.386 -0.019 -0.387
H -4.212 -0.515 -4.551
H 4.796 -3.038 2.558
H -2.395 1.359 -2.629
H -2.147 0.360 -4.046
H 3.586 2.166 1.877
H 2.529 2.062 3.270
H 2.666 3.599 2.620
H 3.167 -1.394 3.532
H 2.314 -3.072 3.263
H 5.248 -2.190 0.535
H 5.079 -0.741 1.641
H 1.280 -2.278 1.331
H 0.897 -1.187 2.502
H 3.046 -1.769 -0.541
H 3.773 -0.142 -0.386
*
```

Values from the calculation:
lowest unoccupied orbital energy: 0.47 eV
E_tot: -28938.732 eV
molar mass: 324.388 g mol⁻¹
structure (SMILES): Cn1cnc2nc(OCc3ccccc3)nc(N3CCNCC3)c21

Charges obtained by Löwdin population analysis, quoted in units of e: 0.130, 0.195, 0.238, -0.028, -0.108, -0.343, -0.259, -0.271, -0.108, -0.085, -0.081, -0.010, -0.059, -0.088, -0.204, -0.066, -0.120, -0.087, -0.139, 0.003, -0.163, -0.249, -0.192, -0.109, 0.140, 0.091, 0.096, 0.115, 0.093, 0.114, 0.136, 0.118, 0.148, 0.072, 0.055, 0.114, 0.113, 0.129, 0.123, 0.095, 0.099, 0.107, 0.122, 0.125

=====

Density functional theory data (ωB97M-V/def2-TZVPD) for a cluster of 2 separate species, C17H20N6O4 in total.

```
! RIJCOSX wB97M-V def2-TZVPD def2/J DEFGRID3
* xyz 0 1
O -2.838 -1.141 -3.586
O 0.361 -3.893 -4.929
O -1.644 3.087 5.023
O -0.530 3.684 0.499
N -2.476 -2.220 -0.644
C -2.043 -2.012 -3.263
C -0.336 -3.479 -4.027
C -0.781 2.672 4.268
C 0.280 2.911 0.999
C -1.896 -2.986 0.247
C -1.873 -2.522 -1.874
C -0.922 -3.499 -1.691
C 1.635 -1.148 -1.793
C 1.808 -1.481 -0.438
C 0.641 -0.228 -2.169
C 0.988 -0.891 0.541
C -0.181 0.360 -1.191
C -0.010 0.029 0.166
N -1.261 -2.509 -4.276
N -0.169 -3.986 -2.761
N -0.940 -3.787 -0.351
N 1.580 2.935 0.674
N -1.085 2.318 3.021
C 0.646 2.545 4.766
C 2.162 3.880 -0.277
C -0.878 0.672 1.230
C -0.179 1.814 1.979
H -2.140 -2.989 1.306
H 2.266 -1.597 -2.548
H 2.576 -2.185 -0.150
H 0.506 0.032 -3.211
H 1.124 -1.147 1.581
H -0.947 1.066 -1.486
H -1.403 -2.184 -5.221
H 0.583 -4.654 -2.634
H -0.360 -4.470 0.129
H 2.184 2.233 1.070
H -2.042 2.488 2.750
H 0.922 1.494 4.806
H 0.703 2.970 5.767
H 1.312 3.095 4.105
H 3.249 3.877 -0.201
H 1.792 4.887 -0.072
H 1.870 3.605 -1.293
H -1.790 1.051 0.765
H -1.170 -0.094 1.949
H 0.710 1.393 2.444
*
```

Values from the calculation:
lowest unoccupied orbital energy: 0.03 eV
E_tot: -35086.380 eV
molar mass: 372.385 g mol⁻¹
structure (SMILES): CNC(=O)[C@H](Cc1ccccc1)NC(C)=O.O=c1[nH]c(=O)c2nc[nH]c2[nH]1

Charges obtained by Löwdin population analysis, quoted in units of e: 0.067, 0.066, 0.039, 0.065, 0.138, -0.398, -0.529, -0.551, -0.466, -0.170, -0.139, -0.212, -0.094, -0.088, -0.073, -0.053, -0.022, -0.233, 0.213, 0.195, 0.130, 0.027, 0.121, 0.003, -0.051, -0.098, -0.219, 0.126, 0.099, 0.094, 0.106, 0.108, 0.125, 0.179, 0.168, 0.161, 0.132, 0.158, 0.080, 0.086, 0.077, 0.083, 0.089, 0.086, 0.130, 0.121, 0.128

=====

Density functional theory data (ωB97M-V/def2-TZVPD) for a structure of composition C17H21BBrCl42I2OP.

```
! RIJCOSX wB97M-V def2-TZVPD def2/J DEFGRID3
* xyz 0 1
C -2.541 4.262 0.618
C -1.260 4.203 1.456
I 0.363 4.458 0.085
C -1.252 2.890 2.259
I -0.956 1.127 1.057
B -0.302 2.753 3.501
P 1.433 3.574 3.892
O 2.407 3.155 2.616
Br 1.133 5.783 3.630
H -2.458 5.120 -0.035
H -2.626 3.408 -0.037
H -3.416 4.403 1.243
H -1.336 5.018 2.160
H -2.264 2.790 2.640
H -0.665 2.000 4.349
H 2.756 2.265 2.798
C 3.262 1.841 -1.982
Cl 2.977 1.987 -0.248
Cl 1.824 1.220 -2.793
Cl 3.722 3.403 -2.665
H 4.076 1.148 -2.140
C -5.228 -0.461 0.377
Cl -4.566 -1.895 1.156
Cl -4.961 0.970 1.368
Cl -4.536 -0.249 -1.232
H -6.296 -0.598 0.270
C -1.402 2.379 -5.100
Cl -0.330 3.264 -4.021
Cl -2.741 1.665 -4.199
Cl -2.005 3.420 -6.392
H -0.837 1.576 -5.554
C -7.809 -4.647 1.086
Cl -8.103 -4.267 2.782
Cl -9.234 -5.381 0.346
Cl -7.298 -3.212 0.196
H -6.996 -5.363 1.054
C -5.915 -4.053 5.986
Cl -6.842 -2.965 7.020
Cl -5.471 -3.253 4.480
Cl -4.484 -4.651 6.827
H -6.541 -4.902 5.744
C -9.332 0.384 1.235
Cl -8.688 -1.053 2.028
Cl -9.019 1.831 2.193
Cl -8.660 0.556 -0.392
H -10.403 0.265 1.141
C 6.683 0.769 -0.339
Cl 6.397 -0.905 -0.812
Cl 8.237 0.949 0.482
Cl 6.592 1.835 -1.743
H 5.903 1.061 0.352
C 9.228 -3.807 -1.266
Cl 7.660 -4.560 -0.974
Cl 9.282 -2.197 -0.555
Cl 10.534 -4.821 -0.648
H 9.358 -3.708 -2.336
C 6.388 6.389 -4.475
Cl 6.847 5.913 -6.108
Cl 4.635 6.314 -4.272
Cl 7.192 5.377 -3.275
H 6.700 7.413 -4.320
C 3.298 9.269 -6.049
Cl 3.936 8.855 -7.640
Cl 4.484 10.192 -5.122
Cl 1.783 10.159 -6.190
H 3.102 8.349 -5.517
C 4.335 6.486 6.578
Cl 3.155 7.643 5.961
Cl 3.914 5.974 8.213
Cl 4.481 5.096 5.505
H 5.296 6.979 6.618
C -5.313 -8.141 1.828
Cl -6.908 -8.815 2.159
Cl -5.244 -6.445 2.323
Cl -4.054 -9.075 2.625
H -5.142 -8.186 0.760
C 6.345 -6.180 -4.642
Cl 5.079 -5.923 -5.841
Cl 7.216 -4.678 -4.324
Cl 5.672 -6.845 -3.155
H 7.049 -6.896 -5.043
C -2.288 -12.090 0.152
Cl -1.649 -12.717 -1.366
Cl -1.066 -11.147 1.006
Cl -3.737 -11.123 -0.128
H -2.562 -12.929 0.776
*
```

Values from the calculation:
lowest unoccupied orbital energy: -1.05 eV
E_tot: -642166.606 eV
molar mass: 2105.878 g mol⁻¹

Charges obtained by Löwdin population analysis, quoted in units of e: -0.213, -0.861, 0.863, -0.797, 0.895, -0.450, 0.482, -0.493, 0.261, 0.047, 0.039, 0.079, 0.049, 0.057, 0.037, 0.040, -1.542, 0.500, 0.512, 0.492, -0.041, -1.581, 0.496, 0.517, 0.524, -0.092, -1.553, 0.493, 0.515, 0.526, 0.011, -1.541, 0.495, 0.540, 0.511, -0.076, -1.561, 0.530, 0.482, 0.530, 0.006, -1.517, 0.515, 0.534, 0.551, 0.013, -1.526, 0.511, 0.530, 0.547, -0.007, -1.551, 0.495, 0.499, 0.532, -0.007, -1.537, 0.534, 0.526, 0.528, 0.009, -1.575, 0.522, 0.515, 0.530, -0.037, -1.549, 0.496, 0.521, 0.510, 0.008, -1.537, 0.540, 0.566, 0.521, 0.010, -1.547, 0.529, 0.517, 0.521, 0.011, -1.552, 0.529, 0.522, 0.508, 0.012